1.
Computed, not measured: C20H40LiO15 as an isolated structure, with the ωB97M-V functional and the def2-TZVPD basis.

Structure (XYZ):
```
76
Properties=species:S:1:pos:R:3:forces:R:3:lowdin_charge:R:1
Li -0.0756 0.1801 -0.1535 0.2 0.6 0.1 0.655
C -4.9900 2.4347 2.2835 -0.3 0.6 -0.5 -0.047
C -3.6764 2.0572 1.6348 -0.2 2.3 0.0 -0.251
O -3.6340 0.7153 1.9256 1.9 -2.8 -0.1 0.040
C -2.4787 0.0201 1.8029 -0.5 1.1 -0.7 -0.553
O -1.3554 0.4417 1.6172 -0.4 0.4 -0.1 0.082
O -2.8020 -1.2365 1.8323 -0.9 -1.1 0.9 0.049
C -1.8005 -2.2229 1.8570 0.5 -1.3 0.1 -0.024
H -4.9298 2.1768 3.3408 -0.2 0.2 0.0 0.090
H -5.7839 1.8621 1.8040 0.0 -0.3 0.2 0.085
H -5.2994 3.4663 2.1158 0.4 0.2 0.3 0.084
H -2.8038 2.5906 2.0118 0.0 -0.1 0.6 0.112
H -3.6346 2.2965 0.5722 -0.3 -0.5 -0.3 0.127
H -1.3324 -2.2769 0.8741 0.3 0.0 0.2 0.087
H -2.2612 -3.1816 2.0949 -0.6 0.1 -0.6 0.106
H -1.0767 -2.1954 2.6716 0.2 1.1 -0.2 0.099
C 4.9664 3.2753 -1.2364 0.3 0.6 0.4 -0.062
C 3.5417 2.8023 -1.3109 0.1 -0.9 -0.2 -0.212
O 2.7984 3.4497 -0.2651 -0.8 0.1 0.0 0.041
C 1.6176 2.9857 0.1589 -0.8 -1.6 1.1 -0.489
O 0.9841 2.0020 -0.2775 1.5 2.5 0.8 0.021
O 1.3218 3.7153 1.2784 0.2 -0.2 -0.7 -0.004
C 0.1096 3.5072 2.0508 -0.4 -0.7 -1.0 -0.013
H 5.0048 4.3282 -1.5158 0.2 0.0 -0.1 0.085
H 5.6405 2.6945 -1.8660 -0.3 0.0 -0.2 0.088
H 5.3659 3.2081 -0.2245 -0.1 -0.1 0.1 0.077
H 3.5140 1.7211 -1.1753 -0.3 -0.1 0.1 0.114
H 3.1409 3.0192 -2.3010 -0.4 0.1 0.1 0.125
H 0.1504 2.5821 2.6258 0.1 -0.1 -0.3 0.091
H -0.7081 3.4760 1.3308 -0.2 -0.3 0.2 0.083
H -0.1082 4.3081 2.7574 0.8 0.3 -0.4 0.099
C -4.5357 -0.5240 -3.3575 0.6 -1.6 -0.2 -0.062
C -3.8935 0.4702 -2.4400 -2.7 -1.1 0.4 -0.253
O -3.0991 1.2707 -3.2498 1.7 0.8 0.6 0.061
C -1.9453 1.7082 -2.7279 0.7 -0.7 1.6 -0.485
O -1.4109 1.2863 -1.6674 -1.3 1.5 -3.1 0.034
O -1.5395 2.6658 -3.5696 -0.1 -1.1 0.0 0.026
C -0.2916 3.2801 -3.3525 1.0 0.1 1.5 -0.037
H -5.2255 -0.1362 -4.1071 0.3 0.1 0.1 0.092
H -4.9897 -1.3550 -2.8176 -0.5 0.3 0.3 0.083
H -3.6762 -1.0463 -3.7778 -0.1 0.1 -0.9 0.070
H -3.4449 -0.1111 -1.6345 0.7 0.6 -0.1 0.122
H -4.7251 1.0559 -2.0481 0.4 0.5 0.5 0.131
H -0.3821 3.7672 -2.3816 0.2 0.7 -0.2 0.098
H -0.0086 3.9331 -4.1780 -0.6 0.0 0.1 0.106
H 0.5386 2.5948 -3.1815 -0.2 -0.6 -0.3 0.089
C 1.0838 -4.5878 0.6220 -0.1 0.6 -1.0 -0.020
C 1.2398 -3.6575 -0.6253 1.1 -0.7 1.4 -0.177
O 0.0597 -3.6174 -1.4095 -1.3 1.4 -0.9 0.021
C -0.3964 -2.3898 -1.7895 -1.5 -0.4 0.1 -0.508
O 0.0644 -1.3103 -1.4795 0.2 -0.9 0.0 0.051
O -1.5631 -2.4278 -2.4947 1.7 1.5 0.2 -0.013
C -2.2114 -3.6628 -2.7358 0.9 -1.1 1.3 -0.023
H 0.1632 -4.3371 1.1491 0.0 -0.2 0.1 0.069
H 1.9253 -4.4667 1.3043 0.0 0.3 -0.1 0.068
H 1.1177 -5.6351 0.3220 -0.4 0.0 0.0 0.082
H 2.0205 -4.0973 -1.2458 0.1 0.3 -0.1 0.133
H 1.5114 -2.6485 -0.3149 0.0 -0.1 -0.2 0.099
H -3.0953 -3.5860 -3.3690 0.4 0.5 0.0 0.103
H -2.4574 -3.9668 -1.7184 -0.6 -0.8 -0.3 0.101
H -1.4346 -4.3328 -3.1044 -0.6 -0.4 -0.4 0.102
C 5.0172 0.3170 1.5168 -0.2 0.3 0.5 -0.042
C 4.1920 -0.8941 1.0867 3.5 0.0 -0.6 -0.232
O 3.3979 -1.4114 2.1041 -2.8 0.3 -0.3 0.035
C 2.0461 -1.2620 2.0321 1.0 1.2 -1.0 -0.553
O 1.3968 -0.5609 1.2629 1.3 -1.0 0.6 0.067
O 1.4933 -1.9639 2.9541 -3.2 -0.1 0.1 0.023
C 2.1158 -2.8135 3.8378 2.4 -1.0 1.2 -0.049
H 6.0394 0.1980 1.1574 -0.2 0.4 -0.6 0.086
H 5.1788 0.4114 2.5906 -0.4 -0.4 0.2 0.085
H 4.5257 1.2426 1.2174 0.4 0.1 -0.2 0.061
H 4.9157 -1.7013 0.9734 0.2 -0.1 -0.1 0.124
H 3.8763 -0.7376 0.0552 -1.4 -0.1 0.4 0.129
H 2.8603 -3.4448 3.3525 0.0 0.0 -0.3 0.096
H 1.4539 -3.4962 4.3706 -0.6 0.6 -0.3 0.110
H 2.6868 -2.2224 4.5538 -0.1 -0.1 0.2 0.110
```
Positions in Å, forces in eV/Å.

Summary:
Multiplicity: 1
Energy relative to the best compared isomer or geometry (same formula, charge and spin) in kJ/mol: 213.4
DFT total energy in a.u.: -1922.07888
M in g/mol: 527.5
Charge: +1
Kohn-Sham gap in eV: 11.513

2.
Computed, not measured: C20H40O3SSiTi as an isolated structure, with the ωB97M-V functional and the def2-TZVPD basis.

Structure (XYZ):
```
66
Properties=species:S:1:pos:R:3:forces:R:3:lowdin_spin:R:1
C -1.1294 0.1129 -2.4113 0.0 0.7 -1.4 0.367
C 1.4568 -1.0812 -3.4609 0.0 -1.7 -1.0 0.005
C -0.2502 1.2000 -2.6958 -1.9 1.6 -1.0 0.139
H -2.0431 0.2772 -1.8564 0.6 -0.4 0.3 0.021
C 2.0956 0.2237 -3.6905 1.2 1.5 -1.7 -0.010
H 2.1366 -1.9271 -3.3302 0.2 0.1 -0.3 0.004
H -0.2321 2.0370 -1.9771 -0.5 0.0 -0.1 0.009
H 3.1931 0.2536 -3.6735 -0.1 -0.3 -0.4 0.000
C 0.0233 1.6432 -4.1345 0.0 0.0 -0.5 0.050
H -0.0738 2.7368 -4.1907 0.0 -0.2 0.1 0.007
H -0.7486 1.2532 -4.8169 0.1 0.0 0.3 0.001
C -1.1990 -1.0484 -3.3417 -0.1 -0.5 -0.8 0.064
H -1.9318 -0.8309 -4.1453 0.0 -0.1 0.2 0.026
H -1.6120 -1.9327 -2.8238 0.1 0.3 -0.1 0.008
C 0.1216 -1.4783 -4.0592 0.0 -0.5 -0.8 0.018
H 0.0649 -1.1443 -5.1059 0.0 -0.1 0.1 0.000
H 0.1143 -2.5791 -4.1079 -0.1 0.2 -0.1 0.002
C 1.4244 1.2208 -4.6330 0.3 0.0 -0.6 0.004
H 1.3319 0.7861 -5.6429 0.0 0.2 0.0 0.000
H 2.0370 2.1263 -4.7578 0.1 -0.3 0.1 0.001
Ti 1.2094 0.0848 -1.9730 0.0 -0.7 4.4 1.119
H -3.2501 0.9291 -0.7836 1.1 0.6 1.2 0.002
C 1.1374 -2.6695 -0.7594 0.0 -0.4 -0.3 0.004
C 0.1346 -2.0460 0.1848 -0.3 1.3 0.0 0.008
C -1.2662 -2.6082 0.0019 -0.1 -0.3 0.0 0.001
C 0.6359 -2.1750 1.6117 0.0 -0.4 0.5 0.002
O 0.0295 -0.5252 -0.1875 -0.9 -1.5 2.4 0.063
Si -0.8679 0.5350 0.8270 1.1 -0.7 0.4 0.003
S -2.4081 1.7553 -0.0164 -0.7 0.1 -0.6 0.002
O -1.5574 -0.2889 2.0788 -0.1 0.3 0.3 0.000
C -2.1123 0.1287 3.3976 0.2 0.0 -0.8 0.000
C -2.8458 1.4523 3.2500 -0.2 0.1 0.2 0.000
C -3.0838 -0.9499 3.8439 -0.2 -0.2 0.1 0.000
C -0.9826 0.2169 4.4097 0.2 0.1 0.2 0.000
O 0.2897 1.5474 1.3892 0.4 0.3 -0.2 0.002
C 1.7657 1.7320 1.4375 -1.0 0.0 -0.1 0.005
C 2.0269 3.1767 1.0362 0.0 0.3 0.0 0.000
C 2.1675 1.4812 2.8883 0.2 -0.1 0.2 0.003
C 2.5000 0.8160 0.4571 0.4 0.3 0.2 0.039
H 1.3631 -3.6872 -0.4008 -0.1 0.3 0.0 0.000
H 2.1017 -2.1243 -0.7802 -0.4 -0.2 -0.1 0.003
H 0.7265 -2.7889 -1.7723 0.3 0.3 0.3 0.000
H -1.2095 -3.7066 -0.0474 -0.1 0.3 0.0 0.000
H -1.9142 -2.3222 0.8393 0.2 -0.1 -0.2 0.000
H -1.7157 -2.2419 -0.9305 0.2 -0.2 0.3 0.001
H 1.6059 -1.6831 1.7561 -0.2 -0.1 0.0 0.000
H -0.0863 -1.7864 2.3360 0.3 -0.1 -0.3 0.000
H 0.7798 -3.2456 1.8343 0.0 0.3 -0.1 0.001
H -3.6882 1.3393 2.5565 0.3 0.2 0.2 0.000
H -3.2351 1.7565 4.2332 0.1 -0.1 -0.2 0.000
H -2.1813 2.2486 2.8933 -0.1 -0.2 0.0 0.000
H -2.5739 -1.9042 4.0281 -0.1 0.2 -0.2 0.000
H -3.5367 -0.6324 4.7937 0.1 -0.1 -0.2 0.000
H -3.8904 -1.1038 3.1177 0.2 0.1 0.1 0.000
H -0.5222 -0.7703 4.5607 0.0 0.3 -0.1 0.000
H -0.2211 0.9492 4.1150 -0.2 -0.2 0.0 0.000
H -1.3982 0.5362 5.3767 0.1 -0.1 -0.2 0.000
H 1.5811 3.8763 1.7525 0.0 -0.2 -0.1 0.000
H 3.1086 3.3638 1.0031 -0.2 0.0 0.0 0.000
H 1.6137 3.3870 0.0408 0.1 -0.1 0.2 0.000
H 1.9235 0.4591 3.2070 0.0 0.2 -0.2 0.000
H 3.2467 1.6197 3.0341 -0.2 0.0 -0.2 0.000
H 1.6535 2.1863 3.5563 0.1 -0.2 -0.2 0.001
H 2.2486 -0.2413 0.6288 0.0 0.5 -0.4 0.002
H 2.3338 1.1686 -0.6130 0.4 -0.3 1.4 0.018
H 3.5838 0.9062 0.6426 -0.3 0.1 -0.1 0.001
```
Positions in Å, forces in eV/Å.

Summary:
Multiplicity: 3
Energy relative to the best compared isomer or geometry (same formula, charge and spin) in kJ/mol: 0.0
DFT total energy in a.u.: -2548.84535
⟨S²⟩: 2.018
M in g/mol: 436.6
Kohn-Sham gap (alpha / beta) in eV: 5.262 / 6.236

3.
Computed, not measured: a 5-piece molecular cluster, C20H40O5 overall, with the ωB97M-V functional and the def2-TZVPD basis.

Structure (XYZ):
```
65
Properties=species:S:1:pos:R:3:forces:R:3:lowdin_charge:R:1
C -4.0822 2.4992 5.7470 0.3 -0.3 0.1 -0.160
C -4.7630 2.8837 4.3954 -0.4 -0.3 1.8 -0.146
C -3.7171 2.4608 3.3363 -1.6 0.1 0.4 -0.209
O -2.6128 1.9742 4.0608 0.7 -0.1 -1.1 -0.141
C -2.6018 2.5203 5.3471 -0.4 0.1 0.8 -0.223
H -4.3412 1.4930 6.0866 0.0 -0.2 -0.5 0.105
H -4.3425 3.0916 6.6259 0.1 0.5 -0.4 0.105
H -5.0851 3.9212 4.4831 0.5 0.2 -0.6 0.103
H -5.6964 2.3220 4.3477 0.1 -0.1 -0.4 0.100
H -3.5166 3.2740 2.6349 0.5 0.0 0.1 0.113
H -4.1778 1.6426 2.7821 0.4 -0.1 -0.2 0.114
H -2.2035 3.5442 5.3788 0.0 0.0 -0.2 0.121
H -1.9576 1.8744 5.9448 -0.1 0.1 0.1 0.122
C -1.3757 1.9233 0.4861 1.1 -0.8 0.9 -0.177
C -0.3660 1.6851 -0.6225 0.0 1.0 -0.2 -0.177
C -1.2299 1.8814 -1.8491 0.3 -0.2 0.4 -0.202
O -2.4147 1.1661 -1.4916 0.1 -0.6 -0.8 -0.147
C -2.5844 1.1886 -0.0679 -0.5 1.8 -0.2 -0.194
H -1.5062 2.9833 0.7054 -0.3 0.0 -0.3 0.113
H -1.0110 1.4767 1.4152 -0.2 0.0 0.1 0.110
H -0.0585 0.6383 -0.6061 0.4 0.1 0.0 0.096
H 0.4636 2.3936 -0.6035 0.2 -0.3 0.1 0.119
H -0.6933 1.4996 -2.7213 -0.7 -0.5 -0.2 0.104
H -1.4524 2.9295 -2.0768 -0.1 0.1 0.3 0.121
H -2.7248 0.2018 0.3711 0.0 -0.1 -0.3 0.113
H -3.4526 1.8384 0.0897 -0.3 -0.6 0.3 0.112
C 2.3553 -1.3077 3.0980 -0.9 0.7 0.4 -0.178
C 2.6309 -0.5848 1.7735 -1.0 -1.2 0.1 -0.169
C 3.9379 -1.2508 1.3727 0.4 1.6 0.1 -0.225
O 4.0880 -2.4200 2.1469 0.0 -1.3 -0.5 -0.131
C 2.8978 -2.7125 2.8960 0.5 1.0 0.1 -0.181
H 1.2904 -1.2858 3.3481 0.1 0.0 0.1 0.111
H 2.9065 -0.7684 3.8711 0.0 -0.4 0.3 0.114
H 2.6474 0.5002 1.8327 0.2 0.0 0.1 0.110
H 1.7998 -0.8712 1.1192 0.2 0.1 -0.3 0.096
H 4.7502 -0.5701 1.6539 0.2 -0.1 0.0 0.116
H 4.0257 -1.3301 0.2853 -0.1 -0.9 0.0 0.109
H 3.1793 -3.1867 3.8362 0.3 0.1 0.0 0.116
H 2.2066 -3.4148 2.4201 0.0 0.3 -0.5 0.118
C -0.4668 -2.3424 -3.0019 0.6 0.9 -1.6 -0.179
C -1.8548 -2.2881 -2.3733 0.5 -0.1 1.4 -0.118
C -1.4735 -2.6454 -0.8823 0.8 -0.3 -0.4 -0.144
O -0.1078 -3.1707 -0.9185 -1.0 0.3 0.4 -0.152
C 0.5374 -2.3642 -1.8808 0.3 -1.0 0.1 -0.245
H -0.2532 -1.5088 -3.6795 -0.2 0.0 0.0 0.105
H -0.2690 -3.2337 -3.5978 -0.4 -0.2 0.1 0.115
H -2.5734 -2.9800 -2.8051 0.1 -0.2 0.0 0.103
H -2.2852 -1.2889 -2.4188 0.0 0.0 0.0 0.090
H -2.0791 -3.4051 -0.3966 -0.1 0.0 -0.1 0.113
H -1.4088 -1.7595 -0.2469 -0.4 0.2 -0.1 0.095
H 1.4247 -2.9187 -2.1971 0.2 0.2 0.1 0.117
H 0.8524 -1.3970 -1.4652 -0.3 0.1 -0.1 0.101
C 3.8641 -0.9241 -4.2001 0.3 0.8 -0.8 -0.160
C 3.2144 0.3763 -3.7237 -1.0 -1.3 0.8 -0.170
C 2.1318 0.6715 -4.7438 1.1 0.2 -0.7 -0.203
O 1.8150 -0.5543 -5.4097 0.2 -0.1 0.3 -0.135
C 2.7873 -1.5579 -5.0989 0.4 -0.1 0.9 -0.189
H 4.1756 -1.5465 -3.3649 0.0 -0.1 -0.1 0.105
H 4.7489 -0.6643 -4.7868 0.0 -0.2 0.0 0.106
H 3.9217 1.1861 -3.5767 -0.1 0.1 0.2 0.113
H 2.6720 0.0755 -2.8197 0.4 0.6 0.4 0.099
H 2.5808 1.3660 -5.4633 -0.5 0.1 -0.3 0.116
H 1.2525 1.1230 -4.2898 -0.2 -0.1 -0.2 0.101
H 3.2511 -1.9847 -5.9874 -0.3 0.1 -0.2 0.114
H 2.3300 -2.3682 -4.5244 -0.4 0.0 -0.3 0.099
```
Positions in Å, forces in eV/Å.

Summary:
Multiplicity: 1
Energy relative to the best compared isomer or geometry (same formula, charge and spin) in kJ/mol: 383.8
DFT total energy in a.u.: -1162.12195
M in g/mol: 360.5
Structure (SMILES): C1CCOC1.C1CCOC1.C1CCOC1.C1CCOC1.C1CCOC1
Kohn-Sham gap in eV: 10.228